# 1
A cluster of 6 separate species, C2H15NO5 in total, computed with ωB97M-V/def2-TZVPD.

Total charge ... -1
Expectation value of S² ... 0.75
Energy above the lowest of the compared OMol25 structures with the same formula, charge and spin ... 77.89 kJ/mol
Multiplicity ... 2
E_LUMO (spin up / spin down) ... 0.121 / 0.118 Eh
Orbital gap (spin up / spin down) ... 2.96 / 9.24 eV

XYZ file:
```
23
C2H15NO5 ωB97M-V/def2-TZVPD
C -1.171 1.391 4.120
C -0.969 2.396 3.262
N -1.575 2.632 2.039
H -1.796 0.556 3.837
H -0.785 1.508 5.121
H -0.244 3.174 3.482
H -2.308 2.021 1.726
H -1.003 2.907 1.264
H 2.067 1.568 -3.569
H 2.717 0.133 -3.202
O 2.026 0.788 -2.985
H 2.808 -1.009 0.329
H 2.154 -0.302 -0.801
O 2.220 -0.258 0.158
H -1.702 -3.156 -3.452
H -0.976 -2.335 -2.261
O -1.503 -3.123 -2.515
H -0.342 -4.873 0.188
H 0.458 -4.217 -0.951
O 0.197 -4.105 -0.022
H 0.463 0.924 -2.141
H -0.310 2.157 -1.763
O -0.429 1.224 -1.864
```



# 2
A cluster of 10 separate species, C53H64FIN10P in total, computed with ωB97M-V/def2-TZVPD.

Total charge ... +1
Energy above the lowest of the compared OMol25 structures with the same formula, charge and spin ... 0.00 kJ/mol
E_LUMO ... -0.078 Eh
Orbital gap ... 8.67 eV

XYZ file:
```
130
C53H64FIN10P ωB97M-V/def2-TZVPD
C -1.798 -1.897 0.832
C -1.091 -0.579 0.532
I -1.952 0.947 1.760
C -1.183 -0.204 -0.961
P 0.373 0.247 -1.789
C 1.777 0.487 -0.699
C 1.590 1.501 0.464
N 2.057 1.052 1.761
C 0.811 -1.005 -3.000
C 0.533 -2.440 -2.515
C 1.627 -3.391 -2.956
F 2.748 -3.173 -2.151
H -1.581 -2.220 1.852
H -1.445 -2.671 0.143
H -2.878 -1.806 0.715
H -0.059 -0.663 0.868
H -1.572 -1.059 -1.520
H -1.876 0.621 -1.125
H 0.147 1.443 -2.475
H 2.068 -0.505 -0.339
H 2.582 0.809 -1.367
H 2.143 2.403 0.203
H 0.544 1.807 0.553
H 1.805 0.086 1.940
H 3.073 1.062 1.761
H 1.885 -0.883 -3.169
H 0.295 -0.804 -3.947
H -0.423 -2.792 -2.908
H 0.470 -2.500 -1.423
H 1.324 -4.432 -2.857
H 1.925 -3.207 -3.990
N 5.250 -0.217 1.686
C 5.228 -0.315 3.016
C 5.287 -1.519 3.703
C 5.375 -2.688 2.965
C 5.404 -2.606 1.581
C 5.340 -1.353 0.993
H 5.159 0.620 3.562
H 5.265 -1.527 4.787
H 5.424 -3.650 3.459
H 5.478 -3.492 0.965
H 5.369 -1.254 -0.088
N -0.784 -2.297 4.468
C -1.371 -1.190 4.923
C -1.799 -1.014 6.227
C -1.601 -2.050 7.126
C -0.988 -3.209 6.675
C -0.602 -3.285 5.345
H -1.506 -0.396 4.201
H -2.268 -0.081 6.506
H -1.917 -1.960 8.158
H -0.812 -4.045 7.338
H -0.122 -4.180 4.965
N -1.148 -1.005 -5.696
C -2.379 -0.650 -5.323
C -3.427 -0.461 -6.207
C -3.195 -0.648 -7.562
C -1.919 -1.016 -7.963
C -0.936 -1.181 -7.001
H -2.538 -0.511 -4.257
H -4.404 -0.174 -5.842
H -3.984 -0.505 -8.293
H -1.688 -1.173 -9.007
H 0.069 -1.471 -7.287
N 5.547 -1.381 7.139
C 6.338 -2.412 7.430
C 7.209 -2.432 8.508
C 7.266 -1.318 9.328
C 6.449 -0.236 9.039
C 5.609 -0.318 7.938
H 6.272 -3.268 6.766
H 7.827 -3.300 8.694
H 7.936 -1.290 10.178
H 6.462 0.656 9.650
H 4.954 0.509 7.686
N 12.122 0.054 8.586
C 12.679 1.133 8.043
C 11.955 2.140 7.422
C 10.576 2.021 7.359
C 9.982 0.902 7.920
C 10.797 -0.047 8.520
H 13.760 1.195 8.109
H 12.465 2.996 6.999
H 9.976 2.785 6.881
H 8.909 0.761 7.895
H 10.366 -0.935 8.970
N -2.292 2.515 6.712
C -2.138 3.787 6.350
C -1.766 4.797 7.224
C -1.544 4.473 8.553
C -1.701 3.154 8.946
C -2.071 2.220 7.991
H -2.325 4.012 5.305
H -1.657 5.812 6.868
H -1.255 5.233 9.267
H -1.540 2.850 9.971
H -2.196 1.180 8.275
N -5.399 0.281 -10.057
C -4.941 1.333 -10.735
C -5.749 2.171 -11.486
C -7.108 1.903 -11.540
C -7.598 0.812 -10.842
C -6.708 0.035 -10.116
H -3.873 1.515 -10.674
H -5.320 3.011 -12.015
H -7.772 2.533 -12.118
H -8.648 0.555 -10.858
H -7.063 -0.830 -9.569
N -8.218 -2.779 -11.086
C -9.316 -3.120 -11.757
C -9.296 -3.682 -13.025
C -8.070 -3.906 -13.630
C -6.919 -3.558 -12.942
C -7.047 -3.001 -11.679
H -10.260 -2.933 -11.256
H -10.223 -3.938 -13.521
H -8.013 -4.343 -14.619
H -5.939 -3.713 -13.372
H -6.166 -2.714 -11.114
N -4.955 5.171 -1.341
C -4.187 4.278 -0.723
C -3.626 4.478 0.529
C -3.878 5.674 1.182
C -4.678 6.613 0.552
C -5.190 6.315 -0.704
H -4.013 3.349 -1.258
H -3.009 3.703 0.963
H -3.460 5.871 2.161
H -4.905 7.561 1.020
H -5.819 7.029 -1.222
```



# 3
A structure of composition C23H20BeClF6IN2O5P, computed with ωB97M-V/def2-TZVPD.

Expectation value of S² ... 0.78
Energy above the lowest of the compared OMol25 structures with the same formula, charge and spin ... 30.50 kJ/mol
Multiplicity ... 2
E_LUMO (spin up / spin down) ... -0.061 / -0.140 Eh
Orbital gap (spin up / spin down) ... 7.02 / 4.86 eV

XYZ file:
```
60
C23H20BeClF6IN2O5P ωB97M-V/def2-TZVPD
Be 1.485 0.053 -0.901
C -1.999 1.685 -2.981
C -2.101 1.286 -1.560
N -3.243 1.372 -0.923
C -3.261 1.190 0.394
C -2.126 0.965 1.206
C -2.324 0.945 2.706
O -1.385 1.710 3.432
C -0.916 0.766 0.574
C 0.328 0.666 1.322
N 1.459 0.434 0.769
C 2.663 0.638 1.493
C 2.749 0.517 2.876
C 3.935 0.795 3.530
C 5.051 1.200 2.812
C 4.986 1.311 1.432
C 3.798 1.023 0.783
I 3.696 1.157 -1.301
C -0.883 0.870 -0.861
O 0.149 0.648 -1.537
H -2.992 1.782 -3.410
H -1.392 0.975 -3.541
H -1.484 2.651 -3.018
H -4.238 1.254 0.862
H -2.237 -0.081 3.072
H -3.346 1.276 2.918
H -1.286 2.583 3.022
H 0.265 0.915 2.374
H 1.889 0.192 3.448
H 3.986 0.694 4.605
H 5.977 1.426 3.323
H 5.852 1.621 0.865
F 1.283 3.088 0.022
P 0.420 4.394 0.529
F -0.469 5.611 1.057
F 1.692 4.895 1.361
F 0.879 5.205 -0.768
F -0.060 3.487 1.827
F -0.868 3.807 -0.294
C -1.473 -3.984 0.760
C -1.738 -3.429 -0.608
C -2.986 -2.953 -0.973
C -3.205 -2.442 -2.246
Cl -4.789 -1.872 -2.679
C -2.180 -2.393 -3.168
C -0.917 -2.853 -2.815
C -0.698 -3.379 -1.549
O 0.495 -3.861 -1.113
C 1.624 -3.696 -1.942
C 2.085 -2.236 -2.056
O 2.901 -1.916 -2.898
O 1.531 -1.458 -1.180
H -2.361 -3.908 1.386
H -0.650 -3.451 1.240
H -1.174 -5.032 0.704
H -3.803 -2.987 -0.262
H -2.359 -2.000 -4.159
H -0.118 -2.795 -3.542
H 1.461 -4.089 -2.948
H 2.422 -4.270 -1.474
```



# 4
A cluster of 2 separate species, C2H2Cl2O2S in total, computed with ωB97M-V/def2-TZVPD.

Energy above the lowest of the compared OMol25 structures with the same formula, charge and spin ... 295.66 kJ/mol
E_LUMO ... -0.005 Eh
Orbital gap ... 10.10 eV

XYZ file:
```
9
C2H2Cl2O2S ωB97M-V/def2-TZVPD
C 2.224 -0.563 -1.242
C 1.973 0.255 -0.384
O -1.606 1.841 0.049
O -0.827 -0.146 1.362
S -1.346 0.464 -0.083
Cl 1.438 1.451 0.494
Cl -3.180 -0.703 -0.170
H 2.372 -1.536 -1.556
H -1.049 -1.063 1.529
```



# 5
A cluster of 3 separate species, C24H49BrClFINO9P in total, computed with ωB97M-V/def2-TZVPD.

Total charge ... -1
E_LUMO ... 0.087 Eh
Orbital gap ... 7.55 eV

XYZ file:
```
88
C24H49BrClFINO9P ωB97M-V/def2-TZVPD
C 0.332 2.221 7.569
C 0.466 3.347 6.340
C -0.892 3.361 5.420
C -0.820 4.432 4.142
C 0.338 3.987 3.071
C -0.232 3.350 1.661
C -1.229 2.073 1.824
C -0.590 0.602 1.486
I 0.680 0.316 3.303
O 0.498 0.661 0.452
P 0.825 -0.945 -0.170
N 2.423 -0.266 -0.691
Cl 0.303 -0.548 -2.219
C 1.108 -2.732 -0.836
C 2.569 -3.371 -0.456
C 2.628 -4.019 1.085
F 2.746 -4.564 -1.367
O -0.715 -1.577 0.339
C -1.629 -0.651 1.095
C -2.652 -0.224 -0.128
O -4.055 -0.604 0.073
C -4.553 -1.492 -0.999
C -5.922 -2.300 -0.480
C -2.128 -1.665 2.274
Br -2.653 -3.394 1.321
C -3.419 -1.226 3.147
C -3.800 0.356 3.184
H -0.580 2.423 8.275
H 1.359 2.316 8.169
H 0.339 1.116 7.130
H 1.447 3.028 5.752
H 0.654 4.404 6.814
H -1.798 3.661 6.131
H -1.102 2.258 5.084
H -0.745 5.532 4.533
H -1.867 4.301 3.586
H 0.900 4.994 2.759
H 1.163 3.329 3.599
H 0.694 3.201 0.963
H -0.874 4.224 1.160
H -1.571 2.021 2.967
H -2.224 2.324 1.230
H 1.614 -1.424 0.961
H 2.563 -0.691 -1.657
H 2.349 0.770 -0.827
H 0.838 -2.787 -1.980
H 0.297 -3.411 -0.284
H 3.489 -2.680 -0.669
H 3.640 -3.648 1.562
H 2.600 -5.210 1.026
H 1.708 -3.635 1.698
H -2.310 -0.764 -1.137
H -2.642 0.927 -0.384
H -3.784 -2.365 -1.265
H -4.837 -0.842 -1.933
H -6.207 -2.048 0.627
H -5.749 -3.474 -0.563
H -6.809 -2.052 -1.215
H -1.283 -2.008 3.026
H -3.245 -1.564 4.279
H -4.375 -1.824 2.778
H -4.935 0.431 3.543
H -3.749 0.925 2.164
H -3.180 0.945 4.003
C -3.378 0.717 -8.659
O -3.198 0.461 -7.268
C -1.902 0.329 -6.887
O -0.928 0.411 -7.618
O -1.878 0.091 -5.551
C -0.570 -0.070 -5.007
H -4.451 0.804 -8.851
H -2.900 1.660 -8.943
H -2.987 -0.113 -9.258
H 0.021 0.842 -5.145
H -0.067 -0.930 -5.460
H -0.670 -0.255 -3.934
C 8.128 0.927 -3.509
O 7.718 -0.328 -4.050
C 6.788 -0.979 -3.306
O 6.302 -0.583 -2.258
O 6.492 -2.147 -3.931
C 5.519 -2.943 -3.257
H 8.872 1.358 -4.184
H 7.279 1.616 -3.447
H 8.591 0.791 -2.527
H 4.566 -2.408 -3.184
H 5.878 -3.233 -2.264
H 5.360 -3.851 -3.844
```



# 6
A structure of composition C32H19BrN2O7Sn, computed with ωB97M-V/def2-TZVPD.

Total charge ... -2
E_LUMO ... 0.155 Eh
Orbital gap ... 5.65 eV

XYZ file:
```
62
C32H19BrN2O7Sn ωB97M-V/def2-TZVPD
Sn 2.012 0.897 0.231
C 1.346 3.082 -2.750
O 0.585 2.397 -1.788
C -0.582 1.816 -2.155
C -1.135 1.895 -3.424
C -2.332 1.257 -3.722
C -2.989 0.525 -2.753
C -2.462 0.454 -1.480
C -1.268 1.096 -1.152
N -0.706 1.030 0.108
N -1.550 0.656 1.004
C -1.281 0.613 2.308
C -0.183 1.286 2.963
O 0.695 1.940 2.362
C -0.178 1.247 4.411
C -1.110 0.590 5.133
C -2.199 -0.076 4.503
C -3.179 -0.752 5.241
C -4.219 -1.395 4.614
C -4.300 -1.381 3.220
C -3.346 -0.732 2.480
C -2.279 -0.056 3.092
H 0.869 4.027 -3.040
H 1.514 2.473 -3.642
H 2.306 3.275 -2.277
H -0.625 2.441 -4.204
H -2.740 1.329 -4.721
H -3.908 0.005 -2.987
H -2.956 -0.122 -0.713
H 0.655 1.745 4.892
H -1.043 0.558 6.215
H -3.107 -0.753 6.323
H -4.963 -1.924 5.192
H -5.117 -1.892 2.726
H -3.397 -0.723 1.405
O 8.452 0.913 -0.841
C 7.243 0.950 -0.614
C 6.237 1.787 -1.331
O 6.483 2.679 -2.150
C 4.937 1.366 -0.836
C 5.098 0.405 0.200
O 4.117 -0.098 0.838
C 6.519 0.162 0.430
O 7.043 -0.513 1.319
O 3.793 1.797 -1.203
Br 1.214 -1.641 1.803
C -0.045 -2.172 0.455
C -1.070 -2.997 0.838
C -1.970 -3.476 -0.124
C -1.800 -3.149 -1.439
C -0.746 -2.305 -1.845
C -0.541 -1.992 -3.202
C 0.494 -1.178 -3.573
C 1.308 -0.585 -2.601
C 1.165 -0.826 -1.249
C 0.152 -1.754 -0.879
H -1.176 -3.284 1.872
H -2.786 -4.113 0.190
H -2.475 -3.538 -2.193
H -1.217 -2.410 -3.940
H 0.666 -0.965 -4.623
H 2.076 0.108 -2.920
```



# 7
A cluster of 3 separate species, C33H30N2O6S in total, computed with ωB97M-V/def2-TZVPD.

SMILES string ... CCSCc1cccc2c1C(=O)C(CCc1ccccc1)=CC2=O.O=[N+]([O-])c1ccccc1.O=[N+]([O-])c1ccccc1
E_LUMO ... -0.031 Eh
Orbital gap ... 7.49 eV

XYZ file:
```
72
C33H30N2O6S ωB97M-V/def2-TZVPD
C 3.586 0.413 -3.471
C 2.955 -0.902 -3.043
S 1.140 -0.856 -3.025
C 0.924 -0.010 -1.441
C -0.492 0.470 -1.284
C -1.278 -0.152 -0.310
C -2.606 0.209 -0.093
C -3.181 1.207 -0.869
C -2.417 1.826 -1.854
C -1.078 1.477 -2.062
C -0.290 2.277 -3.039
O 0.915 2.391 -2.947
C -1.034 2.993 -4.115
C -0.316 3.499 -5.338
C 0.766 2.601 -5.934
C 0.217 1.448 -6.743
C -0.691 1.657 -7.786
C -1.172 0.593 -8.538
C -0.758 -0.706 -8.258
C 0.146 -0.928 -7.225
C 0.627 0.143 -6.477
C -2.323 3.290 -3.906
C -3.046 2.892 -2.684
O -4.109 3.399 -2.392
H 3.238 1.231 -2.839
H 4.673 0.370 -3.389
H 3.321 0.655 -4.498
H 3.261 -1.165 -2.030
H 3.237 -1.719 -3.704
H 1.139 -0.724 -0.647
H 1.622 0.820 -1.352
H -0.816 -0.934 0.277
H -3.192 -0.286 0.669
H -4.208 1.511 -0.729
H 0.097 4.482 -5.097
H -1.083 3.669 -6.092
H 1.423 2.215 -5.160
H 1.385 3.217 -6.592
H -1.021 2.660 -8.029
H -1.873 0.771 -9.343
H -1.139 -1.536 -8.838
H 0.457 -1.941 -7.004
H 1.309 -0.038 -5.657
H -2.883 3.880 -4.622
O -0.219 -3.542 1.330
N -0.163 -2.737 2.237
O 0.532 -1.738 2.224
C -0.999 -2.975 3.424
C -1.777 -4.117 3.473
C -2.557 -4.336 4.596
C -2.550 -3.421 5.641
C -1.765 -2.279 5.565
C -0.978 -2.047 4.449
H -1.769 -4.817 2.651
H -3.169 -5.225 4.657
H -3.152 -3.600 6.522
H -1.762 -1.570 6.381
H -0.358 -1.166 4.375
O -1.024 -1.198 9.275
N -0.029 -1.614 8.714
O 0.065 -2.711 8.202
C 1.136 -0.717 8.626
C 1.063 0.530 9.220
C 2.162 1.369 9.130
C 3.303 0.954 8.455
C 3.351 -0.302 7.866
C 2.260 -1.152 7.949
H 0.167 0.836 9.738
H 2.126 2.348 9.587
H 4.158 1.613 8.389
H 4.239 -0.622 7.338
H 2.279 -2.132 7.497
```



# 8
A cluster of 3 separate species, C4H13NO2 in total, computed with ωB97M-V/def2-TZVPD.

Energy above the lowest of the compared OMol25 structures with the same formula, charge and spin ... 327.11 kJ/mol
SMILES string ... C/C=C\CN.O.O
E_LUMO ... 0.021 Eh
Orbital gap ... 8.63 eV

XYZ file:
```
20
C4H13NO2 ωB97M-V/def2-TZVPD
C 0.581 2.215 0.289
C 0.601 0.845 0.924
C -0.514 0.084 0.974
C -1.516 -0.076 -0.165
N -1.704 -1.498 -0.504
H 0.985 2.282 -0.736
H 1.278 2.834 0.881
H -0.412 2.678 0.156
H 1.602 0.468 0.765
H -0.741 -0.465 1.892
H -1.157 0.582 -0.965
H -2.427 0.367 0.214
H -1.173 -2.077 0.141
H -1.345 -1.618 -1.446
O -3.643 -4.066 -0.160
H -3.219 -3.771 -0.976
H -3.924 -4.966 -0.297
O 5.483 2.278 -0.679
H 6.331 2.027 -0.294
H 4.912 1.878 -0.013
```



Looking at energy for the records above, in order, we have -516.08902; -3344.18272; -3087.71104; -1546.34126; -5448.66328; -4655.38561; -2234.47072; -365.31790 Eh.
Looking at largest force on an atom for the records above, in order, we have 1.1; 0.5; 0.6; 2.9; 4.5; 2.0; 0.4; 2.5 eV Å⁻¹.